Entry from the Open Molecules 2025 dataset: the molecule C3H5NO3 (ωB97M-V with the def2-TZVPD basis set).

XYZ file:
```
12
Properties=species:S:1:pos:R:3:forces:R:3
C 1.48313 -0.43226 -0.64100 0.2 0.3 0.1
C 0.25632 -0.38407 0.20937 -0.1 -2.5 0.0
O 0.42048 -0.32113 1.53817 0.0 0.4 -0.6
N -0.88626 -0.77738 -0.27953 0.9 1.1 -0.1
C -1.88812 0.10576 -0.21758 0.7 1.3 1.4
O -3.07246 -0.01515 -0.22461 -0.1 0.2 -0.4
O -1.21203 1.42459 -0.04325 -1.4 -0.9 0.0
H 1.96500 -1.40431 -0.50802 0.0 0.0 0.0
H 1.20858 -0.32491 -1.68714 0.0 0.0 0.1
H 2.19115 0.34900 -0.35797 0.0 0.0 0.0
H 1.35596 -0.22712 1.77198 -0.1 0.2 -0.1
H -1.82173 2.00699 0.43957 0.0 -0.2 -0.4
```
Forces are in eV/Å.

Calculated values
SMILES ... C/C(O)=N/C(=O)O
Largest force on an atom ... 2.53 eV/Å
Calculated total energy ... -397.768476 Eh

Formally, the Löwdin partial charges of the atoms, in units of the elementary charge, are as follows: 0.01, -0.40, 0.14, 0.18, -0.55, 0.10, 0.00, 0.10, 0.10, 0.09, 0.13, 0.10